(1)
Molecular formula: C29H84F12HfN6O11P2
Method: DFT, ωB97M-V/def2-TZVPD

```
! wB97M-V def2-TZVPD RIJCOSX def2/J DEFGRID3
* xyz 2 1
Hf 3.950 -2.392 -0.021
P 1.149 0.805 0.202
F 0.696 0.596 1.710
F 2.444 1.487 0.796
F 1.908 -0.667 0.263
F 1.786 0.910 -1.309
F -0.240 0.127 -0.297
F 0.461 2.314 0.161
P 0.245 -2.238 -3.551
F -0.689 -3.525 -3.849
F 0.680 -2.279 -5.099
F -1.024 -1.377 -3.946
F 1.097 -0.865 -3.316
F -0.165 -2.230 -2.018
F 1.555 -3.106 -3.181
C 1.736 2.089 -4.690
O 3.034 1.909 -5.290
H 1.618 3.155 -4.492
H 0.958 1.757 -5.378
H 1.655 1.688 -3.680
H 3.092 2.637 -5.913
C 4.108 -0.981 -3.106
O 3.319 -1.122 -1.952
H 5.043 -1.523 -2.966
H 3.658 -1.527 -3.935
H 4.439 0.035 -3.320
H 2.448 -0.849 -2.248
C 2.533 -1.264 3.160
O 2.859 -2.292 2.262
H 3.075 -1.265 4.106
H 2.711 -0.259 2.777
H 1.476 -1.255 3.425
H 2.770 -3.116 2.745
C 6.000 1.842 0.273
C 5.555 0.456 -0.196
C 6.676 -0.455 -0.597
O 6.141 -1.767 -0.752
C 7.119 -2.631 -1.303
N 4.546 -0.166 0.644
H 5.126 2.492 0.318
H 6.617 2.354 -0.466
H 6.492 1.880 1.245
H 5.085 0.741 -1.137
H 7.405 -0.362 0.208
H 7.134 -0.106 -1.523
H 6.814 -3.675 -1.237
H 8.078 -2.688 -0.787
H 7.290 -2.352 -2.342
H 4.941 -0.037 1.564
H 3.876 0.589 0.680
C 0.237 -5.228 -0.452
C 1.435 -4.505 0.349
C 2.653 -5.419 0.705
O 3.866 -4.601 0.883
C 4.944 -5.536 1.195
N 1.697 -3.280 -0.429
H 0.056 -6.217 -0.031
H 0.473 -5.362 -1.508
H -0.762 -4.800 -0.379
H 1.119 -4.120 1.319
H 2.882 -6.131 -0.088
H 2.416 -6.051 1.561
H 5.919 -5.051 1.232
H 5.092 -6.294 0.427
H 4.800 -6.120 2.104
H 0.821 -2.788 -0.326
H 1.473 -3.534 -1.380
C -4.413 -0.141 3.945
C -5.116 0.455 2.726
C -4.112 1.162 1.700
O -3.631 2.390 2.308
C -2.890 3.201 1.372
N -5.874 -0.603 2.092
H -3.671 -0.897 3.686
H -5.109 -0.553 4.675
H -3.846 0.564 4.553
H -5.803 1.218 3.095
H -4.620 1.419 0.771
H -3.286 0.523 1.388
H -3.514 3.571 0.559
H -2.086 2.643 0.894
H -2.541 4.049 1.962
H -5.220 -1.312 1.793
H -6.301 -0.310 1.225
C -3.876 -3.567 -2.020
C -3.844 -2.056 -2.289
C -5.157 -1.290 -2.133
O -4.936 0.082 -2.525
C -5.982 0.910 -2.139
N -2.815 -1.499 -1.427
H -3.872 -3.879 -0.976
H -3.069 -4.075 -2.548
H -4.817 -3.989 -2.373
H -3.441 -1.958 -3.297
H -5.372 -1.371 -1.067
H -5.992 -1.804 -2.609
H -6.919 0.520 -2.536
H -5.688 1.895 -2.501
H -5.996 0.954 -1.050
H -3.033 -0.519 -1.542
H -1.984 -1.600 -1.993
C 0.601 1.637 4.979
C -0.939 1.760 4.850
C -1.373 3.219 4.517
O -0.774 4.107 5.462
C -1.598 4.349 6.647
N -1.131 0.878 3.776
H 1.245 2.034 4.194
H 0.888 0.600 5.153
H 0.828 2.292 5.820
H -1.498 1.431 5.726
H -2.446 3.347 4.374
H -0.948 3.425 3.535
H -2.092 3.437 6.984
H -2.367 5.105 6.485
H -1.012 4.776 7.461
H -0.325 1.041 3.189
H -1.918 1.165 3.212
C -1.420 3.724 -2.287
C -0.543 4.858 -2.850
C -1.365 6.014 -3.506
O -2.109 5.553 -4.615
C -2.980 6.539 -4.984
N 0.262 5.428 -1.771
H -1.565 3.789 -1.209
H -0.957 2.755 -2.475
H -2.406 3.588 -2.732
H 0.126 4.495 -3.631
H -0.665 6.825 -3.705
H -2.026 6.443 -2.752
H -2.480 7.502 -5.084
H -3.801 6.688 -4.283
H -3.478 6.349 -5.935
H -0.338 5.499 -0.962
H 0.860 4.650 -1.535
C -1.286 -2.573 2.187
C -2.653 -3.131 1.645
O -3.532 -2.124 1.251
O -0.419 -2.171 1.127
H -0.837 -3.455 2.643
H -1.323 -1.809 2.964
H -3.048 -3.511 2.587
H -2.523 -3.913 0.897
H -3.294 -1.735 0.407
H -0.915 -1.468 0.702
*
```

**Gap between HOMO and LUMO**: 1.70 eV
**E_HOMO**: -11.61 eV
**Energy relative to the best compared isomer or geometry (same formula, charge and spin)**: 88.81 kcal/mol

***

(2)
Molecular formula: C8H8BrHgO6P
Method: DFT, ωB97M-V/def2-TZVPD

```
! wB97M-V def2-TZVPD RIJCOSX def2/J DEFGRID3
* xyz 2 1
C 3.207 0.537 0.167
C 2.067 1.389 -0.712
O 1.800 2.624 -0.262
O 1.477 0.741 -1.890
C 0.036 0.392 -1.647
C -0.120 -1.074 -0.948
C -1.150 -1.308 0.240
C -2.189 -0.626 1.061
P -2.836 1.104 0.652
O -1.650 2.393 0.849
Br -3.364 0.950 -1.603
C -2.439 -1.664 2.262
O -2.468 -1.209 3.515
O -2.038 -3.017 1.977
C -1.316 -2.830 0.754
O -1.375 -3.787 -0.170
H 4.191 1.190 0.292
H 3.451 -0.500 -0.365
H 2.784 0.253 1.243
H -0.416 1.312 -1.106
H -0.462 0.304 -2.721
H 0.941 -1.132 -0.392
H -0.037 -1.945 -1.748
H -1.429 2.278 1.823
Hg 3.336 3.624 -1.272
*
```

**Gap between HOMO and LUMO**: 2.16 eV
**E_HOMO**: -15.24 eV
**Energy relative to the best compared isomer or geometry (same formula, charge and spin)**: 154.74 kcal/mol

***

(3)
Molecular formula: C36H33F4N9O2PS3Sn
Method: DFT, ωB97M-V/def2-TZVPD

```
! wB97M-V def2-TZVPD RIJCOSX def2/J DEFGRID3
* xyz 1 1
Sn -0.708 -0.058 -0.616
S -4.183 0.211 3.137
C -2.741 -0.237 2.311
S -2.868 1.461 2.035
S -1.831 -1.519 2.000
F 0.752 2.516 -1.055
C 1.354 2.865 -2.205
C 2.697 2.671 -2.308
F 3.334 2.082 -1.285
C 3.446 3.099 -3.442
C 2.682 3.767 -4.446
C 1.319 3.889 -4.375
F 0.666 4.458 -5.387
C 0.569 3.398 -3.265
C -0.833 3.367 -3.224
C -1.505 2.706 -2.202
N -2.074 2.116 -1.387
C -1.669 3.884 -4.233
N -2.397 4.283 -5.022
F 3.317 4.232 -5.520
C 4.822 2.873 -3.550
C 5.500 1.978 -2.709
N 6.059 1.166 -2.115
C 5.648 3.432 -4.543
N 6.395 3.848 -5.307
N 3.871 -0.965 -1.387
C 3.792 -0.839 -2.709
N 4.848 -1.118 -3.475
N 2.687 -0.485 -3.340
C 1.545 -0.258 -2.880
N 0.427 0.003 -2.648
H 4.765 -1.139 -0.959
H 3.093 -0.716 -0.781
H 5.755 -1.263 -3.069
H 4.774 -0.981 -4.470
C -0.877 -2.957 -4.440
C -1.824 -3.500 -3.376
P -2.235 -2.254 -2.067
C -3.483 -3.160 -1.012
C -4.242 -4.319 -1.648
C -3.261 -1.011 -2.987
C -4.547 -1.467 -3.660
H -0.612 -3.758 -5.127
H 0.036 -2.565 -3.994
H -1.345 -2.164 -5.019
H -1.349 -4.336 -2.851
H -2.748 -3.856 -3.838
H -4.181 -2.393 -0.657
H -2.940 -3.528 -0.134
H -4.811 -3.998 -2.514
H -4.938 -4.737 -0.924
H -3.568 -5.116 -1.948
H -2.582 -0.579 -3.727
H -3.483 -0.216 -2.265
H -4.360 -2.287 -4.349
H -4.967 -0.640 -4.229
H -5.292 -1.776 -2.932
C -2.736 -1.513 6.562
C -2.254 -0.183 6.061
C -3.065 0.929 6.252
C -2.712 2.172 5.746
C -1.551 2.296 5.017
C -0.710 1.191 4.823
N 0.346 1.392 3.949
C 1.567 0.778 3.896
C 2.326 0.615 5.064
C 3.602 0.096 5.003
C 4.137 -0.299 3.781
C 3.394 -0.164 2.623
C 2.116 0.385 2.651
C 1.276 0.414 1.425
O 0.211 1.088 1.425
O 1.586 -0.284 0.421
C -1.045 -0.066 5.364
C -0.188 -1.272 5.127
H -3.713 -1.405 7.027
H -2.047 -1.935 7.294
H -2.833 -2.223 5.738
H -3.995 0.814 6.788
H -3.348 3.028 5.907
H -1.260 3.248 4.598
H 0.085 1.832 3.065
H 1.901 0.945 6.000
H 4.193 0.006 5.902
H 5.122 -0.737 3.736
H 3.793 -0.500 1.676
H 0.588 -1.352 5.889
H 0.302 -1.223 4.156
H -0.782 -2.180 5.162
*
```

**Gap between HOMO and LUMO**: 3.07 eV
**E_HOMO**: -9.37 eV

***

(4)
Molecular formula: C2H3IrO
Method: DFT, ωB97M-V/def2-TZVPD

```
! wB97M-V def2-TZVPD RIJCOSX def2/J DEFGRID3
* xyz 1 6
C 0.510 0.169 0.687
C 0.131 0.480 -0.596
O -0.642 -0.314 -1.273
Ir -1.308 -1.981 -0.350
H 1.198 -0.666 0.856
H 0.093 0.756 1.509
H 0.017 1.556 -0.833
*
```

**Gap between HOMO and LUMO (alpha / beta)**: 7.86 / 7.95 eV
**E_HOMO (alpha / beta)**: -13.39 / -15.73 eV
**⟨S²⟩**: 8.77
**Energy relative to the best compared isomer or geometry (same formula, charge and spin)**: 0.91 kcal/mol

***

(5)
Molecular formula: C3H6O3
Method: DFT, ωB97M-V/def2-TZVPD

```
! wB97M-V def2-TZVPD RIJCOSX def2/J DEFGRID3
* xyz 0 1
C 1.741 0.052 -0.130
C -0.614 -0.679 0.133
C -1.868 0.112 0.140
H 2.420 1.037 -0.273
H 2.137 -0.509 0.794
H 1.696 -0.561 -1.039
H -0.354 -1.178 -0.706
H -0.410 -1.247 1.064
H -0.545 1.474 -0.009
O 0.417 0.448 0.154
O -1.657 1.489 0.016
O -2.965 -0.438 -0.144
*
```

**Gap between HOMO and LUMO**: 10.84 eV
**E_HOMO**: -10.34 eV
**Energy relative to the best compared isomer or geometry (same formula, charge and spin)**: 56.56 kcal/mol

***

(6)
Molecular formula: C4H6F4N
Method: DFT, ωB97M-V/def2-TZVPD

```
! wB97M-V def2-TZVPD RIJCOSX def2/J DEFGRID3
* xyz 1 1
C 1.254 -0.088 -0.354
C 0.508 1.216 -0.037
C 0.425 -1.156 0.351
C -0.959 0.846 0.002
N -0.940 -0.740 0.055
F -1.672 1.161 -1.058
F -1.614 1.217 1.086
F -1.841 -1.207 0.925
F -1.341 -1.217 -1.136
H 1.285 -0.269 -1.430
H 2.278 -0.067 0.014
H 0.793 1.617 0.939
H 0.680 1.988 -0.789
H 0.595 -2.175 -0.007
H 0.548 -1.126 1.439
*
```

**Gap between HOMO and LUMO**: 14.17 eV
**E_HOMO**: -17.87 eV
**Energy relative to the best compared isomer or geometry (same formula, charge and spin)**: 28.58 kcal/mol

***

(7)
Molecular formula: C52H50F7N5
Method: DFT, ωB97M-V/def2-TZVPD

```
! wB97M-V def2-TZVPD RIJCOSX def2/J DEFGRID3
* xyz 1 2
F 1.228 -3.510 -7.272
C 1.693 -3.097 -6.044
C 1.320 -1.869 -5.524
C 1.945 -1.485 -4.346
C 2.817 -2.308 -3.639
C 3.065 -3.541 -4.102
C 2.473 -3.976 -5.315
H 0.630 -1.174 -5.979
H 1.659 -0.541 -3.906
H 3.367 -1.909 -2.800
H 3.607 -4.144 -3.389
H 2.627 -4.980 -5.682
F 2.813 -5.701 3.664
C 2.500 -4.443 3.958
C 1.741 -3.621 3.078
C 1.541 -2.274 3.404
C 2.075 -1.735 4.528
C 2.745 -2.563 5.454
C 2.946 -3.929 5.120
H 1.360 -4.046 2.161
H 0.977 -1.681 2.700
H 2.106 -0.661 4.638
H 3.153 -2.142 6.361
H 3.448 -4.527 5.866
F 3.925 -1.903 0.726
C 3.532 -3.099 0.288
C 2.275 -3.283 -0.286
C 1.984 -4.536 -0.823
C 2.899 -5.597 -0.805
C 4.095 -5.422 -0.082
C 4.444 -4.186 0.400
H 1.581 -2.459 -0.224
H 1.034 -4.723 -1.303
H 2.628 -6.554 -1.225
H 4.854 -6.188 -0.131
H 5.439 -4.088 0.807
F 1.784 2.306 2.431
C 0.955 3.377 2.357
C -0.056 3.481 3.309
C -0.893 4.593 3.303
C -0.657 5.618 2.404
C 0.416 5.555 1.471
C 1.214 4.429 1.424
H -0.125 2.665 4.013
H -1.746 4.650 3.962
H -1.370 6.428 2.456
H 0.573 6.405 0.823
H 2.089 4.351 0.796
F -5.223 0.954 -5.075
C -3.995 1.487 -5.241
C -3.797 2.795 -5.671
C -2.473 3.306 -5.715
C -1.367 2.421 -5.510
C -1.613 1.109 -5.125
C -2.959 0.660 -4.966
H -4.603 3.477 -5.895
H -2.415 4.343 -6.008
H -0.351 2.732 -5.700
H -0.789 0.452 -4.889
H -3.176 -0.340 -4.621
F -1.134 0.077 3.663
C -1.237 -0.330 4.947
C -0.843 0.507 6.011
C -0.980 0.145 7.315
C -1.628 -1.050 7.664
C -2.061 -1.913 6.655
C -1.862 -1.543 5.320
H -0.345 1.419 5.717
H -0.665 0.784 8.127
H -1.916 -1.220 8.691
H -2.614 -2.818 6.858
H -2.149 -2.232 4.539
F -3.777 5.842 -1.577
C -3.500 4.745 -0.782
C -2.931 3.615 -1.368
C -2.679 2.470 -0.535
C -2.981 2.518 0.819
C -3.620 3.670 1.370
C -3.819 4.787 0.553
H -2.709 3.534 -2.421
H -2.211 1.588 -0.946
H -2.826 1.747 1.559
H -3.916 3.675 2.408
H -4.299 5.696 0.886
C -1.517 -2.618 -3.342
C -2.962 -2.527 -3.095
N -4.095 -2.443 -2.907
H -0.936 -2.841 -2.447
H -1.024 -1.757 -3.792
H -1.356 -3.322 -4.158
C -0.056 -0.070 0.590
C -0.149 -0.003 -0.872
N -0.297 -0.056 -2.016
H -0.956 -0.558 0.964
H -0.108 0.975 0.894
H 0.900 -0.490 0.903
C 0.252 3.225 -2.316
C -0.091 4.434 -3.010
N -0.359 5.410 -3.562
H 1.161 2.756 -2.691
H -0.556 2.504 -2.442
H 0.383 3.346 -1.241
C 5.136 2.253 -1.179
C 3.909 1.763 -0.476
N 2.972 1.325 0.035
H 5.185 1.821 -2.178
H 6.025 1.876 -0.673
H 5.220 3.327 -1.344
C -3.979 -1.184 1.732
C -3.089 -2.335 1.606
N -2.340 -3.268 1.577
H -4.921 -1.495 2.183
H -3.989 -0.698 0.757
H -3.605 -0.423 2.417
*
```

**Gap between HOMO and LUMO (alpha / beta)**: 6.64 / 2.17 eV
**E_HOMO (alpha / beta)**: -10.50 / -10.50 eV
**⟨S²⟩**: 0.77
**Energy relative to the best compared isomer or geometry (same formula, charge and spin)**: 0.11 kcal/mol

***

(8)
Molecular formula: C32H41IrN2PS2
Method: DFT, ωB97M-V/def2-TZVPD

```
! wB97M-V def2-TZVPD RIJCOSX def2/J DEFGRID3
* xyz 2 6
Ir -0.850 -1.483 0.768
S -4.207 -2.060 -2.322
C -4.688 -0.694 -1.396
C -5.797 0.124 -1.570
C -5.972 1.153 -0.669
C -5.069 1.378 0.408
C -3.976 0.585 0.588
C -3.763 -0.466 -0.333
N -2.739 -1.337 -0.319
C -2.830 -2.264 -1.300
C -1.870 -3.291 -1.387
C -1.966 -4.341 -2.339
C -1.064 -5.360 -2.289
C -0.057 -5.355 -1.295
C 0.064 -4.321 -0.374
C -0.814 -3.252 -0.406
H -6.501 -0.042 -2.374
H -6.829 1.806 -0.773
H -5.271 2.187 1.095
H -3.292 0.730 1.414
H -2.755 -4.340 -3.081
H -1.117 -6.180 -2.992
H 0.642 -6.182 -1.259
H 0.856 -4.363 0.363
S -1.047 -2.249 2.937
C 0.614 -2.564 2.942
N 1.753 -2.756 2.883
C -0.480 2.803 -2.858
C 0.075 1.421 -3.233
C 0.123 0.479 -2.020
C 0.431 1.284 -0.750
C -0.766 2.203 -0.429
C -1.474 2.679 -1.709
P 0.860 0.203 0.665
C 0.890 1.105 2.258
C 1.855 2.314 2.278
C 1.561 3.224 3.485
C 1.047 2.406 4.666
C -0.321 1.783 4.336
C -0.471 1.521 2.828
C 2.550 -0.487 0.456
C 3.562 0.550 -0.104
C 3.839 0.321 -1.586
C 4.491 -1.050 -1.819
C 4.023 -2.087 -0.786
C 2.591 -1.806 -0.341
H -0.945 3.270 -3.725
H 0.331 3.470 -2.554
H 1.077 1.523 -3.654
H -0.542 0.965 -4.010
H 0.845 -0.318 -2.191
H -0.851 -0.010 -1.885
H 1.322 1.892 -0.932
H -0.420 3.062 0.148
H -1.483 1.673 0.207
H -1.973 3.629 -1.515
H -2.262 1.969 -1.989
H 1.294 0.330 2.924
H 1.763 2.892 1.354
H 2.883 1.954 2.327
H 0.816 3.977 3.214
H 2.466 3.769 3.751
H 0.968 3.026 5.558
H 1.774 1.625 4.904
H -1.124 2.447 4.660
H -0.446 0.848 4.886
H -0.814 2.425 2.322
H -1.232 0.751 2.657
H 2.826 -0.728 1.487
H 4.493 0.437 0.456
H 3.238 1.575 0.076
H 4.480 1.116 -1.967
H 2.904 0.394 -2.149
H 5.577 -0.956 -1.770
H 4.259 -1.397 -2.827
H 4.670 -2.071 0.095
H 4.097 -3.093 -1.198
H 2.225 -2.609 0.298
H 1.938 -1.768 -1.218
*
```

**Gap between HOMO and LUMO (alpha / beta)**: 6.81 / 5.24 eV
**E_HOMO (alpha / beta)**: -13.87 / -15.20 eV
**⟨S²⟩**: 8.81
**Energy relative to the best compared isomer or geometry (same formula, charge and spin)**: 0.00 kcal/mol

***

(9)
Molecular formula: CH6O2
Method: DFT, ωB97M-V/def2-TZVPD

```
! wB97M-V def2-TZVPD RIJCOSX def2/J DEFGRID3
* xyz 0 1
C 0.130 -1.024 -0.963
H 1.479 1.850 1.652
H 0.473 1.000 2.334
H 0.948 -0.330 -1.132
H -0.058 -1.600 -1.912
H 0.320 -1.453 0.017
H -1.070 0.116 -0.007
O 0.770 1.174 1.423
O -1.129 -0.353 -0.820
*
```

**Gap between HOMO and LUMO**: 10.34 eV
**E_HOMO**: -9.85 eV
**Energy relative to the best compared isomer or geometry (same formula, charge and spin)**: 10.65 kcal/mol